1.
Here is 2 unconnected molecules or ions with the total composition C4H8N2 at a distorted geometry from the Open Molecules 2025 dataset. Energies are from ωB97M-V/def2-TZVPD.

Structure (XYZ):
```
14
Properties=species:S:1:pos:R:3:nbo_charge:R:1
C 1.17443 0.08593 0.00393 0.39
C -2.30395 -0.19837 0.31212 0.77
C -3.32005 0.39090 -0.37814 -0.84
C 3.67396 0.02127 -0.02638 -0.49
N -1.35381 -0.68460 0.78530 -0.54
N 2.30730 0.12107 -0.04238 -0.12
H 0.04595 0.22445 0.19708 0.29
H -3.33901 1.48509 -0.30305 0.37
H -4.13288 0.37946 0.40654 0.38
H -3.41963 0.09408 -1.43866 0.36
H 4.00436 0.93335 0.42917 0.29
H 4.20068 0.11274 -0.93920 0.30
H 3.83478 -0.99961 0.45806 0.30
H -0.95991 -1.32062 1.48205 0.52
```

The highest occupied orbital energy comes out at -0.7752 hartree. As for the LUMO energy: -9.2 eV. Its net charge is +2. The calculation puts the maximum force at 3.13 eV/A.

2.
Here is 5 unconnected molecules or ions with the total composition C52H63Br2F4NO5 at a distorted geometry from the Open Molecules 2025 dataset. Energies are from ωB97M-V/def2-TZVPD.

Structure (XYZ):
```
127
Properties=species:S:1:pos:R:3:mulliken_charge:R:1
C -4.02460 -9.02869 0.87980 -1.03
C -4.37522 -7.62272 0.28133 -0.19
O -3.76847 -6.51895 0.97834 -0.33
C -2.85090 -5.83599 0.15533 0.37
O -1.93037 -6.48745 -0.26958 -0.55
C -3.03867 -4.31168 -0.11568 -0.88
C -1.96468 -3.69939 -1.08906 -0.51
C -1.07877 -2.54712 -0.44850 0.31
C -1.14332 -1.18175 -1.20845 3.53
C -0.63965 -1.43916 -2.68958 -1.53
C 0.90818 -1.70389 -2.82878 1.18
C 1.33448 -3.22890 -2.81685 -0.36
C 2.74052 -3.30113 -2.06709 -0.02
O 2.55812 -3.05587 -0.65909 -0.11
C 2.33580 -4.29207 0.04511 -0.79
C -0.33490 0.06127 -0.64078 0.43
C 0.45323 -0.10372 0.72889 -0.92
C 1.73596 0.83086 0.75404 0.71
C 2.04018 1.28264 2.26100 -1.05
O 2.86662 0.05526 0.32783 -0.27
C 3.94574 0.89780 -0.14540 -0.87
C 4.41002 0.26026 -1.51037 0.86
C 5.51255 -0.69512 -1.43128 -0.63
C 5.91670 -1.32496 -2.69776 -0.44
C 5.26796 -1.02928 -3.97223 -0.67
C 4.18521 -0.05703 -3.98081 -0.35
C 3.74045 0.59721 -2.75538 -0.22
C -1.30889 1.32315 -0.66202 -0.79
O -1.11165 2.33813 -0.05555 -0.55
N -2.40880 0.98412 -1.57484 0.04
C -2.54968 -0.47942 -1.38101 -1.50
C -3.68616 -0.71706 -0.32127 -0.37
Br -3.09869 -0.57274 1.56133 -0.06
C -4.89148 0.33041 -0.52053 -0.06
C -4.86405 1.55001 0.46487 -1.19
Br -6.56090 -0.69280 -0.07204 -0.19
H -2.92227 -9.23348 0.92548 0.28
H -4.42058 -9.18829 1.91697 0.28
H -4.50940 -9.82581 0.24488 0.32
H -5.49295 -7.50622 0.39099 0.27
H -4.15260 -7.64449 -0.81906 0.31
H -4.05151 -4.22171 -0.61048 0.34
H -3.14129 -3.72063 0.83927 0.26
H -2.53856 -3.26298 -1.95838 0.33
H -1.30904 -4.48661 -1.55129 0.43
H -0.00958 -2.90188 -0.49294 -1.80
H -1.33759 -2.49757 0.63733 1.12
H -0.86115 -0.50622 -3.28695 0.18
H -1.16808 -2.26976 -3.22466 0.26
H 1.54799 -1.16879 -2.08436 -1.07
H 1.21288 -1.30353 -3.84009 0.36
H 0.58591 -3.90698 -2.33971 -0.25
H 1.55683 -3.58333 -3.86426 0.54
H 3.33787 -2.42238 -2.44602 -0.60
H 3.30550 -4.24099 -2.29143 0.55
H 2.27226 -5.16462 -0.65160 0.38
H 3.13287 -4.50555 0.80590 0.24
H 1.35915 -4.16951 0.59966 0.16
H 0.49188 0.45184 -1.31017 -0.41
H 0.71413 -1.16250 0.96942 0.26
H -0.23427 0.25296 1.54569 -0.06
H 1.52839 1.72928 0.10891 0.57
H 1.10302 1.25518 2.86746 0.35
H 2.85228 0.64793 2.71091 0.33
H 2.41770 2.33781 2.19128 -0.11
H 4.76541 0.81666 0.62628 0.37
H 3.64027 1.96495 -0.28234 0.37
H 6.02761 -0.95680 -0.48273 0.32
H 6.73444 -2.08376 -2.68822 0.33
H 5.60613 -1.56597 -4.88263 0.36
H 3.64387 0.20389 -4.92187 0.36
H 2.90269 1.33391 -2.76198 0.31
H -2.25164 1.27647 -2.54147 0.46
H -3.03052 -0.85827 -2.33009 0.44
H -4.15304 -1.72426 -0.43942 0.38
H -4.99672 0.65964 -1.57777 0.58
H -5.29739 1.31987 1.47521 0.41
H -5.54982 2.33871 0.03374 0.37
H -3.86503 2.04054 0.56895 0.22
F -1.08245 -1.06375 -5.60941 -0.19
C -2.27456 -0.82453 -6.18274 0.29
C -2.67694 -1.59540 -7.25789 -0.49
C -3.91128 -1.35034 -7.84552 -0.39
C -4.72283 -0.33169 -7.35816 -0.48
C -4.30414 0.43850 -6.28034 -0.59
C -3.07477 0.18784 -5.68456 -0.01
H -2.02770 -2.37894 -7.62847 0.42
H -4.24046 -1.95262 -8.68346 0.37
H -5.68370 -0.13902 -7.82058 0.38
H -4.93505 1.23469 -5.90373 0.38
H -2.73545 0.77245 -4.83811 0.29
F 0.45283 0.97685 6.81932 -0.34
C -0.75300 1.22003 6.27688 0.42
C -1.18199 0.45502 5.20728 -0.57
C -2.43010 0.70422 4.65085 0.24
C -3.22856 1.72036 5.16257 -0.71
C -2.78318 2.48446 6.23439 -0.30
C -1.53997 2.23012 6.79959 -0.49
H -0.54227 -0.32725 4.81649 0.44
H -2.77988 0.10675 3.81685 0.09
H -4.20030 1.91618 4.72396 0.41
H -3.40422 3.27900 6.63026 0.38
H -1.18009 2.80960 7.64073 0.42
F 3.45404 3.87839 2.90273 -0.22
C 4.11930 4.12094 4.05165 0.35
C 3.40894 4.23608 5.23153 -0.36
C 4.09352 4.48067 6.41466 -0.46
C 5.47694 4.61723 6.40036 -0.51
C 6.17707 4.50377 5.20521 -0.47
C 5.49501 4.24845 4.02308 -0.41
H 2.33052 4.13453 5.22069 0.46
H 3.54894 4.56539 7.34712 0.38
H 6.00966 4.81243 7.32375 0.37
H 7.25462 4.61437 5.19408 0.37
H 6.02405 4.14831 3.08340 0.40
F 3.95445 7.10347 2.09335 -0.30
C 2.73218 7.04934 1.53131 0.05
C 2.09754 5.82671 1.40848 -0.40
C 0.83332 5.77237 0.83256 -0.59
C 0.22632 6.93845 0.37842 -0.58
C 0.87867 8.15928 0.50427 -0.38
C 2.13747 8.21724 1.08929 -0.46
H 2.59141 4.92669 1.76212 0.76
H 0.32177 4.82095 0.73738 0.71
H -0.75761 6.89395 -0.07426 0.41
H 0.40694 9.06679 0.14662 0.36
H 2.65706 9.16068 1.20363 0.43
```

The highest occupied orbital energy comes out at -0.3286 hartree. As for the LUMO energy: 0.3 eV. The calculation puts the maximum force at 3.57 eV/A.

3.
Here is a molecular structure, C5H11ClFNO3PbSi2 at a distorted geometry from the Open Molecules 2025 dataset. Energies are from ωB97M-V/def2-TZVPD.

Structure (XYZ):
```
25
Properties=species:S:1:pos:R:3:nbo_charge:R:1
C 3.70745 -0.92254 0.46269 -0.61
C 2.70382 -0.37532 -0.55370 -0.41
C 1.39829 -0.00639 0.16607 -0.73
Cl 0.42847 -1.43489 0.44968 0.10
Si 0.44380 1.33283 -0.75922 1.50
O -1.09194 0.97777 -1.09807 -1.17
Si -2.26388 1.46679 0.04988 1.29
C -3.56106 0.07339 0.26464 0.36
O -4.69116 0.35325 0.03446 -0.41
N -3.12273 -1.23189 0.69928 -0.76
C -3.10356 -2.15462 -0.31739 0.96
O -3.26558 -1.93143 -1.48402 -0.55
F -2.75110 -3.33012 0.13317 -0.29
H 4.25823 -0.11763 0.92202 0.19
H 3.17331 -1.42770 1.24576 0.23
H 4.36944 -1.63774 0.01447 0.26
H 2.51349 -1.13227 -1.28851 0.27
H 3.11065 0.50097 -1.06022 0.17
H 1.71257 0.38156 1.13943 0.22
H 1.18908 1.65125 -2.00536 -0.14
H 0.47387 2.64892 0.11662 -0.37
H -1.55678 1.75468 1.33461 -0.21
H -2.90917 2.71549 -0.36414 -0.14
H -3.58887 -1.54600 1.54219 0.43
Pb 2.42335 3.39162 0.35567 1.80
```

The highest occupied orbital energy comes out at -0.5801 hartree. As for the LUMO energy: -12.1 eV. Its net charge is +2. The calculation puts the maximum force at 3.26 eV/A.

4.
Here is 2 unconnected molecules or ions with the total composition C3H5F3OSi at a distorted geometry from the Open Molecules 2025 dataset. Energies are from ωB97M-V/def2-TZVPD.

Structure (XYZ):
```
13
Properties=species:S:1:pos:R:3:nbo_charge:R:1
C -1.50647 0.96979 -0.17502 0.44
C 1.64637 -0.73122 1.04648 -1.06
C -1.76462 -0.39357 -1.00070 0.88
O -2.45691 1.70189 0.05277 -0.40
F -1.85713 -1.46469 -0.16848 -0.32
F -0.68446 -0.56671 -1.75025 -0.31
F -2.77071 -0.49307 -1.83291 -0.29
Si 1.24960 1.05861 0.43776 0.73
H 0.64012 -1.19553 1.39870 0.24
H 1.97437 -1.27523 0.19104 0.23
H 2.40071 -0.73749 1.71578 0.23
H 1.94562 2.13382 1.07984 -0.18
H 1.18352 0.99340 -0.99501 -0.18
```

The spin multiplicity is 3. The expectation value of S² is 2.01. The highest occupied orbital energy (alpha / beta) comes out at -0.2395 / -0.4091 hartree. As for the LUMO energy (alpha / beta): -0.5 / -2.5 eV. The calculation puts the maximum force at 5.85 eV/A.

5.
Here is a molecular structure, C21H29HgN5O5S2 at a distorted geometry from the Open Molecules 2025 dataset. Energies are from ωB97M-V/def2-TZVPD.

Structure (XYZ):
```
63
Properties=species:S:1:pos:R:3:nbo_charge:R:1
Hg -9.67742 -12.66530 0.49074 1.52
C -9.48542 -16.48461 2.87797 -0.65
C -9.34303 -15.45353 1.75667 0.20
N -9.84321 -14.22500 1.94938 -0.53
N -9.95495 -13.86090 3.25656 -0.50
C -11.15415 -13.32230 3.66867 0.31
N -10.97926 -12.49960 4.72729 -0.81
S -12.64659 -13.79323 3.04104 -0.31
C -8.80814 -15.73225 0.47831 0.07
C -8.50581 -17.03519 -0.02011 -0.24
C -8.04974 -17.21521 -1.31183 -0.19
C -7.90953 -16.08748 -2.13316 -0.34
C -8.19203 -14.81828 -1.60636 0.07
N -8.60142 -14.62780 -0.36288 -0.59
H -10.50525 -16.60468 3.21686 0.24
H -8.85940 -16.19456 3.72512 0.22
H -9.10187 -17.40130 2.49275 0.20
H -9.16438 -13.33325 3.51938 0.41
H -10.06992 -12.02408 4.74128 0.42
H -11.77115 -11.88524 4.86748 0.40
H -8.59017 -17.85792 0.60133 0.20
H -7.73577 -18.14974 -1.67559 0.20
H -7.39501 -16.10094 -3.10476 0.21
H -8.11947 -13.92313 -2.26379 0.20
C -4.87085 -13.82658 -1.48056 -0.63
C -5.32090 -12.92500 -0.32296 -0.03
C -5.65353 -11.60712 -0.50196 -0.21
C -6.37623 -10.92398 0.44064 -0.21
C -6.72953 -11.59715 1.59658 -0.32
C -6.32819 -12.90375 1.85803 -0.24
C -5.63292 -13.53703 0.87859 -0.15
S -7.93005 -10.81148 2.68710 2.35
O -7.38729 -9.52611 3.05963 -0.98
O -8.13945 -11.79324 3.74658 -1.05
N -9.22411 -10.72079 1.87381 -1.10
C -9.45313 -9.59334 1.00033 -0.37
C -9.56339 -9.90375 -0.52230 0.77
O -9.44996 -8.97422 -1.28581 -0.66
O -9.69187 -11.14279 -0.96695 -0.87
H -4.33878 -14.72150 -1.14583 0.21
H -4.30927 -13.27410 -2.23199 0.21
H -5.69751 -14.20769 -2.02482 0.22
H -5.31226 -11.08125 -1.36203 0.21
H -6.64864 -9.87789 0.32197 0.24
H -6.66448 -13.34655 2.77272 0.24
H -5.36580 -14.59058 1.00663 0.20
H -8.64315 -8.85513 1.21640 0.22
H -10.35003 -9.15933 1.40254 0.21
C -10.64689 -11.96949 -3.82982 -0.63
C -11.58540 -13.08840 -3.49692 -0.04
O -11.40981 -13.57330 -2.18622 -0.56
C -11.97307 -14.85313 -1.99437 -0.06
C -12.24628 -15.09076 -0.55774 -0.63
H -11.05830 -11.54655 -4.80417 0.19
H -9.64534 -12.39440 -4.01727 0.20
H -10.59020 -11.25355 -3.02921 0.26
H -11.38979 -13.97630 -4.19684 0.14
H -12.62964 -12.77584 -3.58550 0.16
H -11.30628 -15.61553 -2.37320 0.16
H -12.96174 -14.96123 -2.48702 0.15
H -11.33203 -15.02638 0.03053 0.22
H -12.70149 -16.07108 -0.34353 0.21
H -12.87640 -14.32193 -0.17511 0.22
```

The spin multiplicity is 2. The expectation value of S² is 0.77. The highest occupied orbital energy (alpha / beta) comes out at -0.1262 / -0.2006 hartree. As for the LUMO energy (alpha / beta): 2.7 / 2.4 eV. Its net charge is -1. The calculation puts the maximum force at 2.28 eV/A.